1.
Computed, not measured: a structure of composition C26H41CrN13O4P2, with the ωB97M-V functional and the def2-TZVPD basis.

Structure (XYZ):
```
87
C26H41CrN13O4P2 the ωB97M-V functional and the def2-TZVPD basis
Cr 0.2320 0.1940 0.0250
C -2.0035 -3.3402 -3.6518
N -1.0130 -2.7781 -2.7384
C 0.2119 -3.3221 -2.4723
C 0.8247 -2.4806 -1.5925
N -0.0119 -1.4388 -1.3070
C -1.1191 -1.6368 -2.0184
P -2.4827 -0.4444 -2.2439
C -1.4379 1.0370 -2.4087
N -0.4235 1.3894 -1.6234
C 0.1276 2.5139 -2.1711
C -0.5786 2.8517 -3.2898
N -1.5610 1.9117 -3.4334
C -2.5347 1.8714 -4.5197
C -3.0407 -0.2030 -0.5210
N -2.3667 0.4411 0.4219
C -3.1660 0.4174 1.5339
C -4.3245 -0.2518 1.2544
N -4.2360 -0.6424 -0.0517
C -5.2485 -1.3965 -0.7822
H -1.6852 -4.3430 -3.9215
H -2.9729 -3.3990 -3.1631
H -2.0802 -2.7338 -4.5520
H 0.5366 -4.2438 -2.9199
H 1.8096 -2.5565 -1.1660
H 0.9680 3.0067 -1.7162
H -0.4564 3.6567 -3.9913
H -2.3611 2.7310 -5.1603
H -2.4122 0.9630 -5.1061
H -3.5481 1.9205 -4.1262
H -2.8550 0.8532 2.4679
H -5.1809 -0.4870 1.8605
H -6.1119 -1.5248 -0.1359
H -5.5491 -0.8543 -1.6766
H -4.8655 -2.3783 -1.0547
O 4.9493 1.4618 0.3710
C 3.8920 1.1061 -0.0727
O 2.7330 1.2273 0.5853
C 3.7302 0.5121 -1.4397
C 4.8669 0.2683 -2.1964
C 4.7029 -0.1998 -3.4896
C 3.4159 -0.3851 -3.9706
C 2.3468 -0.1182 -3.1288
N 2.4874 0.3099 -1.8781
H 5.8391 0.4607 -1.7669
H 5.5617 -0.4037 -4.1144
H 3.2392 -0.7286 -4.9797
H 1.3272 -0.2561 -3.4743
C 0.0655 -0.6186 3.0115
N 0.5759 -1.2302 1.7364
C 2.0237 -1.5475 1.9751
N 2.2153 -2.4233 3.1071
C 1.6850 -1.7651 4.3021
N 0.2558 -1.4742 4.1590
C -0.4528 -2.7337 3.9317
N 0.0380 -3.4079 2.7298
C -0.1381 -2.5402 1.5902
C 1.4724 -3.6649 2.8943
H -0.9998 -0.4251 2.8759
H 0.5875 0.3261 3.1546
H 2.5487 -0.6087 2.1437
H 2.4220 -2.0173 1.0714
H 2.2269 -0.8323 4.4686
H 1.8338 -2.4145 5.1645
H -1.5202 -2.5304 3.8197
H -0.3113 -3.3881 4.7914
H -1.2011 -2.3240 1.4436
H 0.2476 -3.0478 0.7068
H 1.8525 -4.1648 2.0012
H 1.6215 -4.3220 3.7507
N 2.8010 3.1946 2.5890
C 1.4361 3.5570 2.9842
P 0.3775 3.2339 1.5534
O 0.7826 4.0259 0.3550
O 0.1358 1.7446 1.4059
C -1.3218 3.8685 1.9043
N -1.9535 3.6327 0.5626
H 2.8893 1.8169 1.3863
H 3.4145 3.1600 3.3958
H 3.1769 3.8944 1.9564
H 1.3238 4.5980 3.3051
H 1.1142 2.9103 3.8025
H -1.3363 4.9386 2.0989
H -1.8892 3.3270 2.6564
H -2.0272 2.6128 0.3913
H -1.2791 4.0091 -0.1296
H -2.8680 4.0721 0.4595
```

Results
- total charge = +2
- ⟨S²⟩ = 6.010
- gap between HOMO and LUMO (alpha / beta) (eV) = 8.28 / 8.26
- HOMO (alpha / beta) (eV) = -13.11 / -13.20
- multiplicity = 5

***

2.
Computed, not measured: a cluster of 4 separate species, C26H41NO7 in total in a non-equilibrium geometry, with the ωB97M-V functional and the def2-TZVPD basis.

Structure (XYZ):
```
75
C26H41NO7 the ωB97M-V functional and the def2-TZVPD basis
C -3.7207 3.6528 0.5678
C -4.8074 2.6051 0.7154
O -5.2451 2.6319 2.0701
C -6.1532 1.5877 2.3654
C -6.1326 1.3083 3.8521
N -5.1323 0.3055 4.2691
C -5.5375 -1.0248 3.9806
O -6.4428 -1.6000 4.4955
C -4.5811 -1.5801 2.9731
C -4.6335 -2.7629 2.2590
C -3.5743 -3.0298 1.3915
C -2.5178 -2.1277 1.2744
C -2.4663 -0.9439 2.0160
C -1.2775 -0.0243 1.8692
O -0.0715 -0.7437 2.0692
C 0.3011 -0.8372 3.4288
C -3.5340 -0.6805 2.8675
C -3.7988 0.4591 3.7964
O -3.0318 1.2992 4.1461
H -3.4697 3.7464 -0.4853
H -4.0640 4.5958 0.9771
H -2.8462 3.3198 1.1173
H -4.3561 1.6244 0.5414
H -5.6368 2.7941 0.0330
H -7.1643 1.9174 2.1044
H -5.9493 0.6996 1.7643
H -7.1042 0.9129 4.1333
H -6.0237 2.2350 4.4034
H -5.4780 -3.4216 2.3936
H -3.5791 -3.9459 0.8240
H -1.7222 -2.3760 0.5880
H -1.3397 0.8300 2.5334
H -1.2391 0.3392 0.8418
H 1.2135 -0.2749 3.6264
H 0.4955 -1.8706 3.7074
H -0.4702 -0.4579 4.0968
C 2.6300 -0.3481 0.2743
C 3.8084 0.5731 -0.0280
C 4.8434 0.0865 0.9784
O 4.5976 -1.3073 1.1740
C 3.3323 -1.6572 0.5910
H 1.9222 -0.4411 -0.5484
H 2.0884 0.0115 1.1490
H 4.1646 0.4024 -1.0474
H 3.5773 1.6322 0.0769
H 4.7294 0.5986 1.9410
H 5.8698 0.2245 0.6342
H 3.5161 -2.2324 -0.3179
H 2.7717 -2.2796 1.2913
C 3.8143 -4.5402 -3.8652
C 2.3037 -4.7264 -3.9748
C 1.8243 -4.1296 -2.6587
O 2.7546 -3.0985 -2.3189
C 3.9085 -3.1954 -3.1586
H 4.3298 -4.5495 -4.8241
H 4.2435 -5.3257 -3.2393
H 1.9153 -4.1471 -4.8155
H 1.9960 -5.7626 -4.1050
H 1.8278 -4.8775 -1.8584
H 0.8238 -3.7003 -2.7266
H 3.8865 -2.3674 -3.8758
H 4.8055 -3.0984 -2.5456
C 3.2141 3.3352 -4.4735
C 4.0974 4.4849 -3.9955
C 3.5215 4.7622 -2.6132
O 3.0318 3.5124 -2.1224
C 3.0019 2.5558 -3.1831
H 3.6635 2.7330 -5.2615
H 2.2615 3.7230 -4.8416
H 5.1337 4.1502 -3.9119
H 4.0736 5.3580 -4.6457
H 2.6850 5.4675 -2.6657
H 4.2613 5.1554 -1.9153
H 3.8091 1.8335 -3.0200
H 2.0512 2.0219 -3.1602
```

Results
- total charge = 0
- gap between HOMO and LUMO (eV) = 8.71
- SMILES string = CCOCCN1C(=O)c2cccc(COC)c2C1=O.C1CCOC1.C1CCOC1.C1CCOC1
- HOMO (eV) = -8.89
- multiplicity = 1

***

3.
Computed, not measured: a structure of composition C26H42AuBrN2OSi2, with the ωB97M-V functional and the def2-TZVPD basis.

Structure (XYZ):
```
75
C26H42AuBrN2OSi2 the ωB97M-V functional and the def2-TZVPD basis
Au 0.3593 0.3025 -0.0014
C 3.7062 -6.1287 -3.4696
C 2.5743 -5.3036 -4.0974
C 2.9636 -4.9281 -5.5339
C 1.3218 -6.1773 -4.1550
C 2.3501 -4.0354 -3.2785
C 1.1523 -3.7323 -2.6653
C 1.0144 -2.5591 -1.9347
Br -0.7008 -2.2629 -1.1471
C 2.0412 -1.6184 -1.7648
O 1.9498 -0.5070 -1.0939
C 3.2864 -1.9403 -2.4003
C 3.3920 -3.1129 -3.1211
C 4.4711 -0.9788 -2.2646
C 5.7115 -1.4859 -3.0072
C 4.1138 0.3909 -2.8608
C 4.8622 -0.8234 -0.7868
H 3.8717 -7.0465 -4.0392
H 3.4600 -6.4012 -2.4420
H 4.6435 -5.5716 -3.4529
H 3.1188 -5.8271 -6.1353
H 3.8854 -4.3461 -5.5581
H 2.1786 -4.3322 -6.0025
H 1.5262 -7.0694 -4.7501
H 0.4849 -5.6524 -4.6188
H 1.0122 -6.5044 -3.1608
H 0.3023 -4.3945 -2.7406
H 4.3364 -3.3391 -3.5950
H 5.5341 -1.5893 -4.0795
H 6.0573 -2.4460 -2.6195
H 6.5206 -0.7652 -2.8747
H 3.8507 0.2888 -3.9160
H 4.9748 1.0609 -2.7916
H 3.2762 0.8415 -2.3346
H 5.1438 -1.7912 -0.3659
H 4.0403 -0.4148 -0.2044
H 5.7228 -0.1551 -0.7005
C 1.3213 -1.7786 2.4381
Si 0.3507 -0.4909 3.3536
C 1.4808 0.4493 4.5118
C -1.0810 -1.3031 4.2436
N -0.2998 0.6645 2.1448
C -1.0279 1.6825 2.3328
C -1.4982 2.1600 3.6406
C -2.2568 3.2531 3.7504
C -2.6629 4.0243 2.5819
C -2.2945 3.6781 1.3464
C -1.4617 2.4924 1.0999
N -1.0844 2.0804 -0.0330
Si -1.3354 2.5829 -1.7285
C 0.3606 2.7721 -2.4664
C -2.2754 4.1910 -1.9628
C -2.2949 1.1898 -2.5032
H 1.7906 -2.4551 3.1571
H 2.1057 -1.3374 1.8208
H 0.6839 -2.3700 1.7785
H 1.9256 -0.2459 5.2266
H 0.9843 1.2381 5.0769
H 2.2943 0.9062 3.9450
H -0.6916 -2.0480 4.9408
H -1.7155 -1.8259 3.5254
H -1.7105 -0.6164 4.8087
H -1.2043 1.6091 4.5222
H -2.5819 3.5871 4.7273
H -3.2788 4.9013 2.7333
H -2.6046 4.2679 0.4983
H 0.9461 3.5288 -1.9411
H 0.2725 3.0813 -3.5102
H 0.9167 1.8340 -2.4304
H -1.7933 5.0445 -1.4840
H -3.3129 4.1389 -1.6297
H -2.2940 4.3901 -3.0376
H -1.7225 0.2617 -2.4876
H -2.5184 1.4397 -3.5425
H -3.2415 1.0134 -1.9896
```

Results
- total charge = 0
- gap between HOMO and LUMO (eV) = 4.99
- HOMO (eV) = -6.70
- multiplicity = 1